Entry 1:
24
Properties=species:S:1:pos:R:3 method="wB97M-V/def2-TZVPD" e_above_lowest_kcal_mol=51.9 charge=+1 lumo_ev="-4.099 / -4.121"
C -1.4462 0.9852 1.8464
H 2.6108 -2.4381 -0.1795
C -0.7499 -0.2441 2.1582
H -1.4512 1.5766 -1.3886
H 2.2654 1.0839 -0.4262
B 0.7683 -1.9202 0.5457
H -0.9673 -0.5942 3.1114
C 0.0461 -0.9400 1.4382
C 0.1176 0.5492 -0.6123
H -1.6296 -0.0810 -0.8644
C 1.2813 1.5830 -0.2911
H 0.4801 0.4547 -2.6882
H 0.0412 -3.5863 -0.4284
H 1.4119 -0.6726 -1.6543
H -2.4906 2.2768 0.5708
C 0.4437 -0.2392 -1.8752
N -1.2761 0.8421 -0.6106
H 1.2545 2.3343 -1.0598
C -1.8705 1.4015 0.6263
H 1.2758 1.7778 0.7861
H -0.3950 -1.0860 -1.9352
H -1.7234 1.4511 2.7045
O -0.1531 -2.6752 -0.1779
O 2.1562 -1.8391 0.4042



Entry 2:
24
Properties=species:S:1:pos:R:3 method="wB97M-V/def2-TZVPD" charge=+2 lumo_ev=-11.198
O -0.9563 0.7745 0.5701
C 2.1533 -0.3381 0.8238
C 1.1988 -2.6939 0.1310
H -1.2543 -1.5081 -0.4919
H -3.0391 0.6250 0.6081
Ti -0.7594 -3.3069 -1.1676
H 1.3096 2.3375 1.1665
H -1.8599 -1.4817 1.1974
H -3.0542 -1.7173 -0.1340
H 3.2520 -0.3547 0.8031
H -0.9327 2.8389 0.6040
C 1.0257 2.1117 0.1355
H -2.3156 0.5903 -0.9984
C 1.6601 -1.6126 0.4624
H 1.8037 -0.0713 1.8226
O 2.0565 0.5205 -1.6075
H 1.3962 2.9135 -0.5068
C -2.1617 0.2920 0.0433
H 1.6760 -0.2850 -1.9675
H -0.8210 2.1640 -1.0051
H 0.7159 -3.5134 -0.3106
B 1.7270 0.7829 -0.3039
C -2.1192 -1.2370 0.1677
C -0.4915 2.0221 0.0282



Entry 3:
24
Properties=species:S:1:pos:R:3 method="wB97M-V/def2-TZVPD" charge=+2 lumo_ev=-11.127
H -3.1699 -1.4154 -1.4386
C -0.8554 0.6402 -0.7266
H -4.5578 -1.7504 -0.1956
H 3.4942 -1.6888 -0.3818
H 5.0049 -0.5430 -0.3208
H -4.1676 0.4724 1.0483
Ca 4.8422 -0.9078 3.1172
H -0.8491 -0.5184 -0.8918
H 4.1405 -1.0675 1.2777
H -3.9584 0.9429 -0.7677
O 1.6113 -0.4901 -1.7591
H 2.7903 0.9539 1.2141
H -1.2852 1.1644 -1.7016
H -2.7520 -1.9227 0.4147
H -1.6202 0.5340 1.4841
C -2.0071 0.9306 0.4501
C 3.9325 -0.7462 0.1570
C -3.4555 -1.3073 -0.2899
C -3.4733 0.2875 0.0960
H 3.6322 1.4391 -0.4309
C 1.5780 0.3860 -0.7519
C 2.9846 0.5909 0.1037
Cl -2.2996 2.7885 0.6445
O 0.4401 1.2270 -0.3511



Entry 4:
25
Properties=species:S:1:pos:R:3 method="wB97M-V/def2-TZVPD" e_above_lowest_kcal_mol=32.3 lumo_ev=0.698
H 2.2151 -1.8971 3.9860
C -1.9126 -0.9037 -1.4225
O -0.3534 1.4030 1.7367
H 1.0904 -1.3651 -2.0832
C -1.8312 1.5621 -1.0166
H 0.5275 -1.4301 0.5649
H 2.2553 -0.2157 -1.3834
C 0.1938 0.3328 -0.9821
H -1.2446 2.3777 -1.5047
O -0.1624 -0.6223 2.7240
H -2.5706 -1.1050 -0.6392
H -0.4257 0.0052 3.3665
C 1.2923 -0.2980 -1.8711
H -2.9252 1.6333 -1.4672
C 0.3098 -0.3399 0.4293
H -1.1568 -1.7078 -1.6484
N -1.0989 0.3346 -1.4942
Cl 3.1505 1.0705 1.5823
H -2.5192 -0.8045 -2.2666
N -0.0855 0.2372 1.5413
C 2.6168 -1.2578 3.1573
H 0.5474 1.4165 -0.8461
H 1.2540 0.1704 -2.8512
H -1.8550 1.7414 0.0074
C 2.6882 -0.3375 2.3810



Entry 5:
25
Properties=species:S:1:pos:R:3 method="wB97M-V/def2-TZVPD" e_above_lowest_kcal_mol=42.0 charge=+1 lumo_ev=-5.977
N 1.6318 -0.5449 -0.6302
C -1.1309 -0.8102 2.7089
H 0.4181 -0.0538 1.0960
C 2.3595 0.3747 -1.0776
H -1.0247 -2.4046 -1.6332
H -0.1906 0.8213 3.4735
C 3.7668 0.2040 -1.6789
C 0.4150 1.4968 -0.3189
H 4.2016 -0.7310 -1.3476
H 3.6451 0.1778 -2.6851
H -1.0908 -1.9002 2.5945
I -1.2310 2.7578 -0.3840
H -1.8525 -0.2502 2.0605
H 0.1125 -1.1501 -2.2401
C -0.8295 -1.3248 -1.6729
N -0.7481 -0.6900 -0.3664
C 0.4331 -0.0038 -0.0597
H -1.5378 -0.8822 0.3071
H 0.3331 -0.9788 4.1165
C -0.2540 -0.2556 3.4800
H -5.7628 2.6083 -0.3817
H 4.3432 1.0926 -1.4765
I -6.2720 1.1696 -0.6442
S 1.8675 2.1376 -0.9028
H -1.6026 -0.8601 -2.3370



Entry 6:
23
Properties=species:S:1:pos:R:3 method="wB97M-V/def2-TZVPD" lumo_ev="0.204 / 0.204"
H 1.5474 2.2541 -0.1115
C -4.1518 0.0025 -0.1168
I -3.5234 -0.9730 2.6226
C 1.4176 0.1135 0.0875
S -0.5499 0.2982 0.2567
C 1.6922 -0.2467 -1.3501
C 1.8060 -0.8323 1.2220
C -3.5231 -1.2163 0.4641
H 2.8099 -1.2474 0.9451
H 2.9701 1.5087 0.5453
H -3.7084 -2.1998 0.2133
H 1.6538 -0.4648 2.1985
H 2.8784 -0.2792 -1.5209
O -0.7898 -2.2318 -0.5695
H -3.4588 0.8351 -0.2581
H 1.2407 -1.1682 -1.4290
H -4.8370 0.5813 0.4591
H 1.5102 1.6435 1.5561
C -1.1582 -1.2563 -0.0438
H -4.5425 -0.0293 -1.0827
H 1.3311 -1.8042 1.2690
C 1.8458 1.5458 0.6288
H 1.0601 0.5091 -1.9812



Entry 7:
21
Properties=species:S:1:pos:R:3 method="wB97M-V/def2-TZVPD" e_above_lowest_kcal_mol=81.4 s2=0.77 multiplicity=2 charge=-1 lumo_ev="4.016 / 3.877"
C 0.5306 0.4061 0.8948
H -2.1685 1.6868 0.4182
C -0.5990 1.2174 -1.0628
H -2.7414 1.6115 -1.2104
H -0.4003 1.7128 -2.0264
H 1.5525 -0.1989 2.7357
N 1.6419 0.2532 -1.2192
C -2.0055 1.1281 -0.5610
H -0.3020 0.7787 1.3355
H 2.4280 -0.1358 0.9469
H -3.6203 -0.4935 0.1069
C 2.2021 -1.6036 1.0329
H 3.2628 -1.8217 1.2075
H 2.1512 -0.5642 -0.7688
C 1.6078 -0.3730 1.6494
H -2.7191 -0.6236 -1.4647
C -2.5687 -0.2807 -0.4306
C 0.5317 0.5723 -0.4341
H -1.8790 -0.9577 0.0026
H 1.6154 -2.4429 0.9669
H 1.4797 0.1288 -2.1192



Entry 8:
21
Properties=species:S:1:pos:R:3 method="wB97M-V/def2-TZVPD" e_above_lowest_kcal_mol=46.7 smiles="C/C=C/CN/C=C/C" lumo_ev=1.169
H 0.9647 -1.6753 1.4273
H 1.5725 1.0942 -0.5723
C 0.6800 1.4332 -0.0553
H -0.3776 2.3535 -2.6729
H -1.3132 0.1739 0.9094
C 0.4348 0.9204 1.3349
C -0.0161 2.4532 -0.5497
C 0.1713 2.9641 -1.9627
H -0.2278 3.9732 -2.0214
H 0.0214 1.6511 2.0295
H 1.2183 3.0961 -2.1152
H 1.3904 0.5565 1.7178
H -1.7418 -1.9201 0.0566
C -0.8305 -2.3732 0.4165
H -0.0644 -4.3408 0.8578
H -0.9805 -4.3449 -0.5924
H 0.5364 -3.6321 -0.6875
C -0.3106 -3.7185 -0.0045
N -0.5131 -0.2336 1.3700
H -0.6107 3.0546 0.1329
C -0.0033 -1.4853 0.9814